1.
16
Properties=species:S:1:pos:R:3 method="wB97M-V/def2-TZVPD" gap_ev=7.574 total_charge=-1 total_energy_ha=-437.7785 e_homo_ha=-0.148 e_lumo_ev=3.55 e_above_lowest_kj_mol=71.0
C 1.85569 1.70667 -1.91512
C 1.12528 1.04845 -0.76532
O 1.63064 0.89252 0.32329
N -0.17267 0.72777 -1.06987
H -0.72819 -0.01412 -0.65201
H -0.48695 0.93548 -2.00473
H 1.93942 0.97923 -2.72623
H 2.84112 2.03511 -1.59487
H 1.32882 2.57866 -2.30346
C -1.64441 -1.34556 2.36555
C -0.91092 -1.81207 1.06922
O -1.56446 -1.71888 -0.00818
O 0.22853 -2.28116 1.24563
H -0.97296 -0.81744 3.04487
H -1.99656 -2.22195 2.90573
H -2.47236 -0.69271 2.08548

=====

2.
16
Properties=species:S:1:pos:R:3 method="wB97M-V/def2-TZVPD" gap_ev=8.062 total_charge=-1 total_energy_ha=-437.7886 e_homo_ha=-0.160 e_lumo_ev=3.71 e_above_lowest_kj_mol=44.2
C -1.73983 0.69300 2.12390
C -0.85631 -0.52146 1.98006
O -1.21839 -1.59627 2.45036
N 0.35327 -0.32954 1.44221
H -2.23661 0.58220 3.08326
H -2.49988 0.85343 1.36056
H 1.00664 -1.04281 1.27795
H 0.51557 0.41102 0.76326
H -1.13462 1.60368 2.08079
C 1.09835 -0.72165 -2.47780
C 1.13380 0.77174 -2.20752
O 1.48982 1.47859 -3.18491
O 0.86849 1.15279 -1.04437
H 0.11460 -1.11722 -2.75599
H 1.39343 -1.23402 -1.55422
H 1.71169 -0.98348 -3.33754

=====

3.
16
Properties=species:S:1:pos:R:3 method="wB97M-V/def2-TZVPD" gap_ev=8.405 total_charge=-1 total_energy_ha=-437.7608 e_homo_ha=-0.167 e_lumo_ev=3.85 e_above_lowest_kj_mol=117.2
C -0.83503 -0.17121 -2.38498
C -1.95997 -0.54885 -1.30610
O -1.52866 -0.65438 -0.12358
O -3.07462 -0.64919 -1.75536
H -1.08001 0.08183 -3.43395
H -0.08173 -0.90455 -2.21749
H -0.23900 0.61358 -1.84005
C 1.55252 -0.73748 1.61897
C 1.33531 0.80125 1.58270
O 2.11353 1.67211 1.86123
N 0.07542 1.12886 1.20960
H -0.31847 1.98314 1.27720
H -0.59257 0.49561 0.74566
H 1.90311 -0.84081 2.60523
H 2.23768 -1.13487 0.90067
H 0.49250 -1.13501 1.26027

=====

4.
16
Properties=species:S:1:pos:R:3 method="wB97M-V/def2-TZVPD" gap_ev=8.551 total_charge=-1 total_energy_ha=-437.7573 e_homo_ha=-0.168 e_lumo_ev=3.97 e_above_lowest_kj_mol=126.5
C -1.71778 -0.12876 0.15153
C -1.36478 0.86537 1.21991
O -2.02631 1.08441 2.23515
N -0.20279 1.58683 1.10570
H -1.53547 -1.16977 0.46349
H -1.14420 0.13321 -0.81093
H 0.51836 1.22428 0.42408
H -0.01064 2.43519 1.61351
H -2.86002 -0.26976 -0.02410
C 1.49318 -1.43890 -0.60463
C 1.54003 -0.10497 -1.42048
O 2.60129 0.47597 -1.58345
O 0.33987 0.39969 -1.49956
H 2.52633 -1.71820 -0.41495
H 0.90730 -2.23090 -1.12257
H 0.93564 -1.14370 0.26731

=====

5.
16
Properties=species:S:1:pos:R:3 method="wB97M-V/def2-TZVPD" gap_ev=11.262 total_charge=+1 total_energy_ha=-437.3511 e_homo_ha=-0.543 e_lumo_ev=-3.52 e_above_lowest_kj_mol=257.5
C 0.23332 -0.33553 1.38409
C -0.99533 -0.11381 -0.46298
C 0.51955 -0.09234 -0.86501
C 0.98271 0.96486 -1.80624
N -0.94016 -0.63240 0.88394
O 1.10564 0.01903 0.39202
O 0.47218 -0.40835 2.69578
O -1.99961 -1.06362 1.56021
H -1.49778 0.91570 -0.37647
H -1.57397 -0.61860 -1.22658
H 0.84132 -1.12866 -1.27959
H 1.70323 1.60224 -1.28677
H 0.13543 1.58971 -2.24551
H 1.49989 0.51801 -2.65291
H 1.26633 0.11663 2.82430
H -1.75275 -1.33288 2.46174

=====

6.
19
Properties=species:S:1:pos:R:3 method="wB97M-V/def2-TZVPD" gap_ev=5.668 total_charge=-2 total_energy_ha=-929.5669 e_homo_ha=0.013 e_lumo_ev=6.02 e_above_lowest_kj_mol=328.4
C 1.28253 -0.26087 -0.50611
C 0.95149 -0.74391 1.82557
C -1.54241 -1.40855 -1.71042
C 0.45557 0.00930 0.60873
N 0.88513 0.45517 -1.75149
O 0.14619 2.14918 2.25597
O -0.24773 2.56512 -0.33925
O 2.30722 -0.95143 -0.66856
O -1.94938 1.21829 0.88999
O -2.66259 -1.95403 -1.99737
P -0.30098 1.64660 0.88987
H -0.00643 -1.33761 2.20432
H 1.74469 -1.47148 1.49105
H 1.06697 -0.14458 2.71235
H -0.98382 -0.64911 -2.27858
H -1.10078 -1.59600 -0.74142
H 0.12061 1.02508 -1.48909
H 1.65912 1.15067 -2.08262
H -1.82541 0.29816 0.68706

=====

7.
15
Properties=species:S:1:pos:R:3 method="wB97M-V/def2-TZVPD" gap_ev="8.996 / 5.945" total_charge=0 total_energy_ha=-628.4285 e_homo_ha="-0.354 / -0.264" e_lumo_ev="-0.63 / -1.23" e_above_lowest_kj_mol=377.5
C 1.13102 -0.08762 -1.22271
C -0.10770 -0.02993 -0.41067
C -0.46115 1.29003 0.25685
C -0.56012 -1.25072 0.36666
N -0.16553 -0.03731 -1.83130
O -2.07774 -3.07303 -3.01698
P -0.69388 -2.68389 -3.04859
H 1.75012 0.79840 -1.32840
H 1.68727 -1.01841 -1.28280
H -0.21444 2.11467 -0.40852
H 0.10266 1.40043 1.18250
H -1.52432 1.33129 0.48077
H -0.24250 -1.16914 1.40333
H -0.13204 -2.15731 -0.06547
H -1.64596 -1.33777 0.33514

=====

8.
14
Properties=species:S:1:pos:R:3 method="wB97M-V/def2-TZVPD" gap_ev=10.277 total_charge=+1 total_energy_ha=-609.8348 e_homo_ha=-0.504 e_lumo_ev=-3.45 e_above_lowest_kj_mol=92.2
C 0.42200 0.05904 -1.17583
C -0.93810 -0.83179 0.66428
C 0.11312 1.47750 -0.45176
C 0.23504 -0.30501 1.32344
N 0.31037 -0.95141 -0.04758
S 0.64584 1.42719 1.27709
H -0.29728 0.03171 -2.03823
H 1.43180 -0.06585 -1.43454
H -1.29507 -1.72118 1.12489
H -1.70561 -0.13589 0.18695
H 0.56243 2.24103 -0.93029
H -0.93675 1.57608 -0.53737
H 0.76642 -0.82125 2.14885
H 0.68580 -1.98017 -0.10990

=====

9.
13
Properties=species:S:1:pos:R:3 method="wB97M-V/def2-TZVPD" gap_ev="2.614 / 6.768" total_charge=-1 total_energy_ha=-232.2986 e_homo_ha="0.039 / -0.116" e_lumo_ev="3.66 / 3.62" multiplicity=2 e_above_lowest_kj_mol=250.4
C -0.37605 2.98551 -1.65030
C 1.02098 2.81449 -1.81441
H -0.94183 3.54763 -2.39036
H -0.89187 2.71593 -0.73686
H 1.74321 3.59154 -2.11426
H 1.54817 2.04173 -1.26352
C -0.77858 -3.33501 1.03258
C -0.27090 -2.37115 1.76831
O 0.81745 -1.65989 1.39380
H -1.57669 -3.95443 1.40585
H -0.37186 -3.52736 0.05035
H -0.67226 -2.13906 2.75021
H 0.75023 -0.70993 1.56860

=====

10.
13
Properties=species:S:1:pos:R:3 method="wB97M-V/def2-TZVPD" gap_ev=8.554 total_charge=0 total_energy_ha=-232.3079 e_homo_ha=-0.299 e_lumo_ev=0.42 e_above_lowest_kj_mol=361.7
C 0.65844 0.37212 -1.67118
C 0.54062 0.80228 -0.40161
C -0.75072 1.16328 0.14971
C -1.75166 0.24878 0.36952
H 0.03612 0.57093 -2.52950
H 1.56705 -0.20151 -1.82384
H 1.49881 0.89938 0.10794
H -0.76469 2.11178 0.69921
H -2.73567 0.37306 -0.06474
H -1.44411 -0.71566 0.76741
H 1.48610 -2.45247 1.69668
H 0.21663 -2.16843 0.89399
O 1.02478 -1.75943 1.21561

=====

11.
13
Properties=species:S:1:pos:R:3 method="wB97M-V/def2-TZVPD" gap_ev=8.627 total_charge=0 total_energy_ha=-232.3122 e_homo_ha=-0.294 e_lumo_ev=0.64 e_above_lowest_kj_mol=350.4
C -0.36782 0.03400 1.78329
C 0.45795 0.55983 0.66493
C 0.52417 -0.69948 -1.54842
C -0.46771 0.19542 -1.65200
O -0.91411 0.78137 -0.55065
H -0.64818 -1.00958 1.59311
H -1.27280 0.62965 1.84917
H 0.18552 0.05585 2.72865
H 0.62903 1.61353 0.55009
H 1.43682 0.02204 0.58981
H 1.12837 -1.01169 -2.37571
H 0.51339 -1.32666 -0.65887
H -0.94155 0.44971 -2.60961

=====

12.
13
Properties=species:S:1:pos:R:3 method="wB97M-V/def2-TZVPD" gap_ev=11.174 total_charge=0 total_energy_ha=-232.4051 e_homo_ha=-0.373 e_lumo_ev=1.04 e_above_lowest_kj_mol=106.4
C -1.26470 -0.72868 -0.12518
C 0.01147 0.08968 -0.11932
C 1.32698 -0.65894 -0.00903
C -0.04178 1.49370 0.30126
O 0.04132 1.14888 -1.07430
H -1.61071 -0.94064 0.89156
H -2.03910 -0.17098 -0.65631
H -1.13112 -1.69094 -0.63411
H 2.02815 -0.13584 0.64595
H 1.78334 -0.72459 -1.00008
H 1.18001 -1.66973 0.37677
H -0.99347 1.91817 0.62582
H 0.85424 1.96835 0.71288